C19H19BrF3N3O2 in the gas phase. Source: the OMol25 dataset; level of theory: ωB97M-V/def2-TZVPD.

Atoms and positions in Å:
C -0.448 -6.061 0.004
C -0.829 -4.606 -0.236
C 0.339 -3.671 0.102
N 0.079 -2.248 -0.045
C -0.160 -1.833 -1.421
C 0.074 -0.327 -1.545
O 1.181 0.149 -1.662
N -1.077 0.395 -1.479
C -1.223 1.770 -1.300
C -0.180 2.671 -1.490
C -0.367 4.022 -1.261
C -1.595 4.502 -0.841
C -2.649 3.623 -0.659
C -2.459 2.275 -0.889
Br -3.935 1.095 -0.642
C -0.892 -1.709 0.887
C -0.571 -0.256 1.241
O -1.425 0.561 1.506
N 0.770 -0.029 1.250
C 1.426 1.191 1.319
C 0.794 2.397 1.609
C 1.508 3.580 1.621
C 2.863 3.577 1.352
F 3.550 4.731 1.359
C 3.526 2.384 1.078
F 4.842 2.372 0.833
C 2.802 1.203 1.066
F 3.429 0.039 0.821
H -0.180 -6.219 1.046
H -1.280 -6.717 -0.240
H 0.402 -6.339 -0.614
H -1.112 -4.475 -1.282
H -1.693 -4.350 0.382
H 0.645 -3.838 1.139
H 1.193 -3.913 -0.536
H -1.173 -2.092 -1.771
H 0.577 -2.333 -2.052
H -1.942 -0.122 -1.355
H 0.778 2.296 -1.810
H 0.458 4.701 -1.412
H -1.741 5.555 -0.659
H -3.615 3.980 -0.337
H -0.843 -2.277 1.820
H -1.932 -1.752 0.528
H 1.330 -0.815 0.925
H -0.263 2.397 1.814
H 1.019 4.516 1.839

* 2S+1: 1
* Kohn-Sham gap: 8.9386 eV
* HOMO: -8.5 eV
* energy above the lowest of the compared OMol25 structures with the same formula, charge and spin: 1.31 kcal/mol
* SMILES: CCCN(CC(=O)Nc1ccccc1Br)CC(=O)Nc1ccc(F)c(F)c1F